No. 1
# C49H72Cl6F3N8O5S

10 unconnected molecules or ions with the total composition C49H72Cl6F3N8O5S at a distorted geometry (the ωB97M-V functional and the def2-TZVPD basis, OMol25).

Calculated values
- F_max (Eh/bohr) = 0.12396
- E (hartree) = -6182.99345
- frontier orbital gap (alpha / beta) (eV) = 4.73 / 4.73

ORCA input file:
```
! wB97M-V def2-TZVPD RIJCOSX def2/J DEFGRID3
* xyz 1 3
C -2.510 -4.435 -3.843
N -1.813 -4.051 -2.630
C -0.535 -3.637 -2.660
C 0.070 -3.136 -1.492
C -0.656 -3.072 -0.272
C -1.938 -3.587 -0.257
C -2.542 -4.125 -1.442
C -0.142 -2.553 0.963
C -0.185 -3.403 2.115
C 0.208 -2.917 3.352
N 0.657 -1.635 3.401
C 0.798 -0.834 2.363
C 0.328 -1.259 1.099
C 1.084 -1.092 4.725
H -3.573 -4.418 -3.603
H -2.144 -5.415 -4.150
H -2.230 -3.790 -4.676
H -0.055 -3.713 -3.625
H 1.041 -2.676 -1.600
H -2.596 -3.563 0.599
H -3.498 -4.628 -1.413
H -0.656 -4.373 2.058
H 0.162 -3.501 4.259
H 1.027 0.203 2.560
H 0.242 -0.560 0.280
H 0.412 -1.583 5.429
H 0.891 -0.023 4.810
H 2.129 -1.267 4.981
C 1.523 0.603 -3.033
F 2.397 0.432 -1.994
F 1.934 1.537 -3.961
F 1.343 -0.606 -3.614
S -0.253 1.116 -2.193
O -0.818 -0.187 -1.848
O 0.010 2.014 -1.073
O -0.989 1.737 -3.339
C -3.970 3.511 -3.328
Cl -2.789 4.189 -2.210
Cl -5.145 4.733 -3.781
Cl -4.901 2.081 -2.617
H -3.501 3.078 -4.211
C 1.102 4.680 -3.721
Cl 2.413 4.175 -2.659
Cl 1.743 5.196 -5.315
Cl 0.067 5.940 -2.993
H 0.355 3.901 -3.870
C -3.648 0.609 4.947
C -4.521 -0.212 4.023
C -5.945 0.518 3.852
C -6.077 1.508 2.704
C -5.532 0.860 1.429
C -4.021 0.479 1.563
N -3.857 -0.505 2.699
O -2.719 -1.474 2.725
C -3.681 -0.099 0.163
C -3.060 1.714 1.712
C -4.854 -1.497 4.835
H -3.254 1.537 4.533
H -2.869 -0.119 5.173
H -4.206 0.891 5.840
H -6.788 -0.172 3.831
H -6.137 1.147 4.722
H -5.586 2.463 2.891
H -7.114 1.839 2.643
H -5.659 1.540 0.587
H -6.111 -0.045 1.243
H -4.274 -0.977 -0.094
H -3.810 0.622 -0.644
H -2.613 -0.314 0.192
H -3.259 2.330 0.835
H -3.292 2.308 2.595
H -1.998 1.466 1.698
H -5.305 -1.340 5.815
H -3.947 -2.073 5.018
H -5.535 -2.197 4.350
C 4.346 -1.655 -0.034
C 4.899 -2.894 0.634
C 6.036 -3.397 -0.268
C 7.264 -2.699 -0.069
C 7.658 -2.810 1.308
C 6.612 -2.224 2.330
N 5.253 -2.661 2.072
O 4.162 -2.151 2.958
C 7.026 -2.701 3.728
C 6.759 -0.680 2.321
C 3.795 -3.965 0.646
H 5.096 -0.866 -0.099
H 3.499 -1.204 0.483
H 3.911 -1.787 -1.024
H 6.161 -4.478 -0.217
H 5.744 -3.261 -1.309
H 7.108 -1.633 -0.234
H 8.082 -3.021 -0.714
H 8.610 -2.287 1.389
H 7.730 -3.884 1.482
H 6.947 -3.780 3.857
H 8.092 -2.546 3.896
H 6.365 -2.234 4.459
H 6.193 -0.141 3.081
H 7.785 -0.333 2.436
H 6.415 -0.212 1.398
H 4.150 -4.883 1.114
H 3.455 -4.205 -0.361
H 2.990 -3.770 1.356
N 2.176 3.088 2.287
C 2.535 2.858 3.568
C 3.422 1.812 3.535
C 3.516 1.384 2.293
C 2.735 2.161 1.461
H 1.511 3.783 1.982
H 2.186 3.495 4.367
H 3.923 1.402 4.399
H 4.066 0.551 1.881
H 2.582 2.091 0.394
N 1.457 6.390 1.884
C 1.402 6.033 0.589
C 0.330 5.058 0.448
C -0.331 5.089 1.640
C 0.318 5.918 2.499
H 2.161 6.978 2.306
H 2.178 6.416 -0.057
H 0.036 4.516 -0.439
H -1.185 4.477 1.892
H 0.076 6.138 3.528
N -2.911 -0.921 -3.565
C -4.078 -1.507 -3.159
C -4.695 -1.901 -4.285
C -3.975 -1.527 -5.372
C -2.871 -0.890 -4.922
H -2.173 -0.561 -2.976
H -4.424 -1.465 -2.137
H -5.653 -2.398 -4.329
H -4.212 -1.686 -6.414
H -2.050 -0.484 -5.493
N -1.171 2.342 -6.062
C -0.450 3.073 -7.023
C -1.155 3.115 -8.212
C -2.429 2.552 -7.979
C -2.417 2.081 -6.653
H -0.768 2.065 -5.178
H 0.484 3.563 -6.791
H -0.677 3.413 -9.134
H -3.204 2.366 -8.708
H -3.233 1.600 -6.135
*
```

***

No. 2
# C49H73Cl2F8NO28S

10 unconnected molecules or ions with the total composition C49H73Cl2F8NO28S at a distorted geometry (the ωB97M-V functional and the def2-TZVPD basis, OMol25).

Calculated values
- F_max (Eh/bohr) = 0.10484
- SMILES = C[C@@H](Cl)Cc1cc2c(cc1CCOCC(F)(F)C(F)(F)C(F)(F)C(F)F)Sc1cccc(Cl)c1N2.COC(=O)OC.COC(=O)OC.COC(=O)OC.COC(=O)OC.COC(=O)OC.COC(=O)OC.COC(=O)OC.COC(=O)OC.COC(=O)OC
- E (hartree) = -6189.07633
- frontier orbital gap (eV) = 7.27

ORCA input file:
```
! wB97M-V def2-TZVPD RIJCOSX def2/J DEFGRID3
* xyz 0 1
C -3.921 -0.796 1.318
C -2.620 -0.835 0.269
Cl -2.523 -2.634 -0.303
C -2.987 0.126 -1.008
C -1.844 0.176 -2.186
C -0.286 -0.274 -1.811
C 0.961 -0.217 -2.922
C 0.584 0.308 -4.428
C -0.929 0.731 -4.914
C -2.127 0.650 -3.760
C -3.638 1.079 -4.273
C -4.537 -0.300 -4.315
O -4.336 -1.116 -5.524
C -5.516 -2.041 -5.558
C -5.332 -2.978 -6.881
F -4.197 -2.425 -7.712
F -6.557 -2.736 -7.733
C -5.262 -4.584 -6.637
F -6.636 -5.192 -6.793
F -4.422 -5.177 -7.734
C -4.622 -5.095 -5.227
F -4.295 -6.557 -5.436
F -5.604 -5.112 -4.078
C -3.184 -4.398 -4.812
F -2.379 -3.918 -5.958
F -3.323 -3.376 -3.708
S 2.009 0.413 -5.692
C 3.204 -0.929 -5.080
C 4.173 -1.634 -6.203
C 5.228 -2.814 -5.705
C 5.227 -3.227 -4.092
C 4.230 -2.484 -2.983
Cl 4.369 -3.078 -1.216
C 3.180 -1.281 -3.479
N 2.329 -0.619 -2.418
H -4.859 -1.126 0.669
H -4.120 0.280 1.738
H -3.805 -1.616 2.162
H -1.609 -0.531 0.822
H -4.061 -0.169 -1.372
H -3.069 1.236 -0.582
H -0.016 -0.641 -0.713
H -1.150 1.097 -6.018
H -3.622 1.597 -5.347
H -4.117 1.789 -3.460
H -5.658 -0.017 -4.103
H -4.191 -0.974 -3.395
H -6.453 -1.317 -5.707
H -5.682 -2.604 -4.548
H -2.545 -5.274 -4.312
H 4.135 -1.303 -7.337
H 5.931 -3.317 -6.499
H 5.972 -4.103 -3.777
H 2.217 -1.238 -1.578
C 3.205 -5.455 5.826
O 3.910 -4.905 4.715
C 3.137 -4.184 3.865
O 1.938 -3.984 3.980
O 3.929 -3.724 2.863
C 3.245 -2.942 1.886
H 3.920 -6.011 6.439
H 2.771 -4.660 6.440
H 2.430 -6.150 5.486
H 2.813 -2.046 2.343
H 2.472 -3.536 1.389
H 3.974 -2.627 1.135
C 1.349 3.664 3.384
O 2.762 3.477 3.337
C 3.153 2.327 2.732
O 2.414 1.483 2.249
O 4.509 2.278 2.757
C 5.065 1.113 2.151
H 1.151 4.614 3.888
H 0.933 3.718 2.372
H 0.872 2.864 3.958
H 4.798 1.064 1.090
H 4.737 0.210 2.676
H 6.154 1.179 2.228
C -5.719 5.305 -0.622
O -6.184 4.188 -1.377
C -7.425 4.347 -1.903
O -8.135 5.333 -1.779
O -7.739 3.220 -2.589
C -9.027 3.245 -3.201
H -4.718 5.068 -0.250
H -5.649 6.196 -1.254
H -6.371 5.488 0.238
H -9.089 4.054 -3.937
H -9.812 3.347 -2.445
H -9.173 2.295 -3.723
C 7.718 -8.074 10.283
O 8.423 -7.524 9.172
C 7.650 -6.802 8.322
O 6.451 -6.602 8.437
O 8.442 -6.342 7.320
C 7.758 -5.560 6.343
H 8.433 -8.629 10.896
H 7.284 -7.278 10.897
H 6.943 -8.768 9.943
H 7.325 -4.664 6.800
H 6.985 -6.154 5.846
H 8.487 -5.246 5.591
C 2.423 9.210 6.439
O 2.682 7.830 6.690
C 3.708 7.314 5.968
O 4.391 7.921 5.158
O 3.843 6.006 6.303
C 4.894 5.330 5.615
H 1.584 9.517 7.070
H 3.293 9.820 6.703
H 2.142 9.366 5.393
H 5.862 5.785 5.846
H 4.711 5.330 4.536
H 4.910 4.292 5.961
C -4.954 -9.008 -5.521
O -4.695 -10.388 -5.270
C -3.668 -10.904 -5.993
O -2.985 -10.297 -6.803
O -3.534 -12.212 -5.657
C -2.483 -12.889 -6.345
H -5.793 -8.702 -4.890
H -4.084 -8.398 -5.257
H -5.235 -8.852 -6.568
H -1.515 -12.434 -6.114
H -2.665 -12.888 -7.425
H -2.467 -13.926 -6.000
C 0.954 11.526 -0.539
O 1.094 11.053 0.799
C 2.377 10.973 1.232
O 3.371 11.264 0.586
O 2.363 10.514 2.509
C 3.654 10.378 3.098
H -0.112 11.550 -0.780
H 1.351 12.542 -0.633
H 1.451 10.849 -1.242
H 4.159 11.349 3.150
H 4.259 9.655 2.541
H 3.523 10.004 4.117
C 3.931 -7.006 2.734
O 3.757 -8.271 2.099
C 2.838 -9.072 2.694
O 2.183 -8.798 3.687
O 2.775 -10.232 1.992
C 1.841 -11.179 2.508
H 4.688 -6.448 2.175
H 2.998 -6.433 2.716
H 4.288 -7.135 3.761
H 0.825 -10.774 2.481
H 2.114 -11.476 3.526
H 1.874 -12.067 1.871
C -5.511 14.120 -1.840
O -5.372 13.647 -0.502
C -4.088 13.567 -0.069
O -3.094 13.858 -0.715
O -4.103 13.108 1.208
C -2.811 12.972 1.798
H -6.578 14.143 -2.081
H -5.115 15.136 -1.934
H -5.015 13.442 -2.542
H -2.306 13.942 1.849
H -2.207 12.249 1.241
H -2.942 12.598 2.817
*
```

***

No. 3
# C49H76CsN7OPSSi4

A molecular structure, C49H76CsN7OPSSi4 at a distorted geometry (the ωB97M-V functional and the def2-TZVPD basis, OMol25).

Calculated values
- energy above the lowest of the compared OMol25 structures with the same formula, charge and spin (kJ/mol) = 0.00
- F_max (Eh/bohr) = 0.04420
- E (hartree) = -4289.24306
- frontier orbital gap (eV) = 5.46

ORCA input file:
```
! wB97M-V def2-TZVPD RIJCOSX def2/J DEFGRID3
* xyz -1 1
Cs -0.456 0.015 0.026
C 0.187 -2.358 5.570
Si 0.153 -1.915 3.720
C 1.632 -2.868 3.020
C -1.405 -2.810 3.086
C 0.182 -0.142 3.345
Si -1.109 0.863 4.126
C -0.628 1.602 5.806
C -1.685 2.371 3.116
C -2.706 -0.101 4.458
Si 1.817 0.631 3.222
C 2.819 0.617 4.837
C 1.850 2.428 2.652
C 3.005 -0.189 1.947
C 4.235 -0.750 2.301
C 5.057 -1.291 1.326
C 4.634 -1.269 0.005
C 3.401 -0.702 -0.274
N 2.611 -0.172 0.658
H 0.130 -3.440 5.732
H -0.656 -1.896 6.094
H 1.104 -1.991 6.042
H 1.467 -3.948 3.113
H 2.550 -2.626 3.563
H 1.798 -2.640 1.965
H -1.180 -3.843 2.797
H -1.824 -2.307 2.209
H -2.182 -2.843 3.854
H 0.153 2.360 5.680
H -0.224 0.822 6.460
H -1.474 2.075 6.317
H -0.917 3.149 3.107
H -2.591 2.811 3.548
H -1.906 2.099 2.079
H -2.513 -0.957 5.110
H -3.129 -0.491 3.526
H -3.458 0.529 4.944
H 2.301 1.234 5.577
H 3.838 1.003 4.728
H 2.874 -0.398 5.248
H 1.147 3.044 3.219
H 1.599 2.517 1.592
H 2.850 2.848 2.797
H 4.535 -0.767 3.342
H 6.014 -1.728 1.589
H 5.240 -1.684 -0.790
H 3.026 -0.665 -1.295
C 0.439 -2.770 -3.107
Si 0.200 -1.410 -4.386
C 1.693 -1.536 -5.548
C -1.287 -1.994 -5.421
N -0.028 0.054 -3.601
C -0.265 1.256 -4.167
C -0.389 1.495 -5.571
C -0.670 2.748 -6.090
C -0.847 3.853 -5.261
C -0.722 3.659 -3.886
C -0.432 2.414 -3.357
H 0.784 -3.697 -3.581
H -0.504 -2.980 -2.592
H 1.171 -2.487 -2.345
H 1.812 -2.557 -5.925
H 2.612 -1.262 -5.020
H 1.599 -0.867 -6.408
H -1.147 -3.000 -5.829
H -1.490 -1.316 -6.255
H -2.183 -2.007 -4.788
H -0.257 0.655 -6.244
H -0.754 2.868 -7.166
H -1.061 4.833 -5.670
H -0.855 4.504 -3.218
H -0.345 2.280 -2.284
S -0.529 6.345 -0.202
C -0.258 4.724 0.390
N 0.612 4.028 -0.242
C 1.160 4.757 -1.288
C 2.121 4.281 -2.179
C 2.550 5.108 -3.194
C 2.034 6.403 -3.337
C 1.086 6.892 -2.461
C 0.657 6.056 -1.432
H -0.818 4.360 1.243
H 2.482 3.266 -2.078
H 3.276 4.744 -3.908
H 2.371 7.023 -4.157
H 0.676 7.887 -2.578
N -0.091 -3.219 0.100
C -0.026 -4.363 0.126
C 0.034 -5.800 0.131
C 0.261 -6.491 1.317
C 0.299 -7.876 1.301
C 0.112 -8.567 0.111
C -0.112 -7.873 -1.071
C -0.152 -6.489 -1.066
H 0.405 -5.939 2.236
H 0.473 -8.418 2.222
H 0.143 -9.649 0.105
H -0.256 -8.411 -1.998
H -0.318 -5.928 -1.977
O -2.892 0.113 -0.124
P -4.286 0.034 -0.627
N -4.584 1.146 -1.790
C -3.495 1.501 -2.730
C -4.136 2.515 -3.687
C -5.647 2.344 -3.480
C -5.762 1.971 -2.004
N -4.657 -1.438 -1.284
C -5.097 -1.659 -2.659
C -5.461 -3.139 -2.643
C -4.360 -3.753 -1.768
C -3.986 -2.646 -0.764
N -5.374 0.216 0.599
C -6.779 -0.208 0.542
C -7.523 0.896 1.290
C -6.498 1.339 2.336
C -5.189 1.328 1.552
H -3.120 0.617 -3.253
H -2.650 1.936 -2.203
H -3.824 2.339 -4.715
H -3.825 3.527 -3.425
H -6.024 1.524 -4.097
H -6.214 3.244 -3.720
H -6.682 1.429 -1.773
H -5.742 2.876 -1.382
H -4.297 -1.477 -3.388
H -5.936 -1.010 -2.909
H -5.494 -3.568 -3.644
H -6.439 -3.271 -2.174
H -3.495 -4.004 -2.385
H -4.686 -4.663 -1.266
H -2.903 -2.510 -0.711
H -4.338 -2.861 0.247
H -6.905 -1.166 1.056
H -7.125 -0.341 -0.484
H -8.460 0.543 1.723
H -7.746 1.727 0.615
H -6.451 0.607 3.146
H -6.712 2.316 2.768
H -4.316 1.159 2.180
H -5.046 2.280 1.027
*
```